{
  "formula": "C38H115N7O16",
  "method": "wB97M-V/def2-TZVPD",
  "symbols": ["O", "H", "H", "O", "H", "H", "O", "H", "H", "O", "H", "H", "C", "C", "O", "H", "H", "H", "H", "H", "H", "C", "C", "O", "H", "H", "H", "H", "H", "H", "C", "C", "O", "H", "H", "H", "H", "H", "H", "C", "C", "O", "H", "H", "H", "H", "H", "H", "C", "C", "O", "H", "H", "H", "H", "H", "H", "C", "C", "C", "O", "C", "N", "H", "H", "H", "H", "H", "H", "H", "H", "H", "H", "H", "C", "C", "C", "O", "C", "N", "H", "H", "H", "H", "H", "H", "H", "H", "H", "H", "H", "C", "C", "C", "O", "C", "N", "H", "H", "H", "H", "H", "H", "H", "H", "H", "H", "H", "C", "C", "C", "O", "C", "N", "H", "H", "H", "H", "H", "H", "H", "H", "H", "H", "H", "C", "C", "C", "O", "C", "N", "H", "H", "H", "H", "H", "H", "H", "H", "H", "H", "H", "C", "C", "C", "O", "C", "N", "H", "H", "H", "H", "H", "H", "H", "H", "H", "H", "H", "C", "C", "C", "O", "C", "N", "H", "H", "H", "H", "H", "H", "H", "H", "H", "H", "H"],
  "coordinates": [[21.888, -21.222, 7.346], [21.234, -20.998, 8.008], [21.448, -21.857, 6.780], [20.866, -13.651, 10.492], [21.401, -14.356, 10.127], [20.266, -13.413, 9.785], [23.788, -13.709, 14.609], [22.935, -13.321, 14.804], [24.401, -13.238, 15.175], [22.185, -22.082, 2.465], [22.787, -22.199, 1.730], [21.815, -21.209, 2.336], [16.152, -14.480, 9.738], [16.357, -12.964, 9.800], [17.188, -12.639, 8.744], [15.142, -14.697, 9.391], [16.242, -14.884, 10.747], [16.945, -14.919, 9.132], [17.026, -12.581, 10.571], [15.426, -12.400, 9.859], [17.390, -11.707, 8.856], [17.020, -20.110, 8.271], [16.700, -21.095, 9.423], [18.034, -21.368, 9.809], [16.095, -19.731, 7.837], [17.595, -20.656, 7.523], [17.551, -19.264, 8.707], [16.270, -22.052, 9.128], [16.148, -20.696, 10.274], [18.212, -22.282, 10.043], [19.530, -18.171, 14.036], [17.964, -18.462, 14.173], [17.588, -19.101, 15.432], [19.745, -17.295, 14.648], [19.947, -18.048, 13.036], [20.066, -19.077, 14.317], [17.701, -19.250, 13.467], [17.341, -17.615, 13.889], [17.460, -18.372, 16.044], [24.501, -21.733, 11.158], [25.618, -21.737, 10.198], [25.156, -22.484, 9.101], [23.557, -21.505, 10.662], [24.760, -20.956, 11.877], [24.437, -22.769, 11.492], [26.429, -22.296, 10.665], [25.930, -20.739, 9.889], [24.410, -21.998, 8.742], [18.760, -16.306, 1.042], [19.136, -17.732, 0.719], [19.630, -18.357, 1.864], [18.269, -15.934, 0.143], [19.593, -15.614, 1.160], [18.176, -16.147, 1.949], [19.905, -17.688, -0.053], [18.336, -18.337, 0.293], [20.452, -17.908, 2.074], [21.024, -10.099, 3.263], [20.690, -9.498, 1.878], [20.487, -10.519, 0.692], [20.363, -9.890, -0.573], [19.824, -10.733, -1.570], [19.577, -8.557, 1.980], [20.225, -10.837, 3.340], [20.870, -9.423, 4.104], [21.966, -10.617, 3.444], [21.615, -8.944, 1.721], [19.525, -10.991, 0.893], [21.317, -11.224, 0.645], [20.373, -11.636, -1.836], [19.938, -10.300, -2.564], [18.750, -10.912, -1.505], [18.731, -9.110, 1.993], [19.466, -8.062, 1.107], [25.768, -13.670, -0.946], [26.302, -13.541, 0.525], [25.960, -12.192, 1.212], [26.470, -11.155, 0.372], [26.352, -9.895, 0.950], [25.817, -14.646, 1.254], [26.083, -14.601, -1.417], [26.047, -12.844, -1.601], [24.683, -13.572, -0.954], [27.388, -13.616, 0.572], [26.369, -12.123, 2.220], [24.900, -12.263, 1.455], [26.758, -9.825, 1.959], [25.293, -9.638, 0.909], [26.753, -9.077, 0.351], [25.943, -15.512, 0.749], [24.922, -14.739, 1.712], [21.425, -16.011, 6.351], [22.768, -16.667, 6.512], [23.412, -16.999, 7.885], [23.605, -15.837, 8.688], [24.323, -16.112, 9.888], [22.794, -17.813, 5.620], [21.486, -15.046, 6.854], [20.615, -16.691, 6.612], [21.268, -15.839, 5.286], [23.437, -15.995, 5.974], [24.384, -17.412, 7.615], [22.862, -17.790, 8.395], [23.710, -16.774, 10.500], [24.364, -15.160, 10.417], [25.346, -16.473, 9.778], [23.642, -18.258, 5.939], [22.178, -18.570, 5.882], [28.641, -19.437, 14.847], [29.816, -18.901, 15.617], [30.304, -19.935, 16.672], [31.120, -19.241, 17.505], [31.309, -19.814, 18.747], [30.751, -18.538, 14.575], [27.930, -19.698, 15.631], [28.744, -20.294, 14.181], [28.228, -18.666, 14.196], [29.521, -17.957, 16.075], [30.751, -20.831, 16.241], [29.465, -20.237, 17.299], [31.697, -20.832, 18.702], [30.460, -19.859, 19.429], [32.178, -19.334, 19.198], [31.691, -18.383, 14.909], [30.457, -17.617, 14.281], [25.123, -8.939, 8.348], [24.889, -9.416, 9.734], [25.654, -8.573, 10.845], [24.973, -7.321, 11.196], [25.736, -6.444, 11.941], [23.529, -9.523, 10.083], [26.149, -8.644, 8.125], [24.542, -8.036, 8.157], [24.940, -9.615, 7.513], [25.392, -10.381, 9.783], [26.658, -8.438, 10.443], [25.697, -9.225, 11.717], [25.076, -5.670, 12.334], [26.512, -5.996, 11.320], [26.307, -6.936, 12.729], [23.403, -9.185, 11.026], [23.167, -10.465, 10.132], [31.874, -14.301, 9.802], [31.584, -13.132, 8.856], [30.045, -12.893, 8.564], [29.589, -13.990, 7.725], [28.265, -13.770, 7.289], [32.203, -12.054, 9.439], [32.814, -14.169, 10.339], [32.191, -15.186, 9.251], [31.152, -14.651, 10.541], [32.022, -13.249, 7.865], [30.105, -12.009, 7.929], [29.470, -12.661, 9.461], [28.261, -12.880, 6.659], [27.500, -13.715, 8.063], [28.022, -14.525, 6.541], [31.850, -11.845, 10.362], [31.925, -11.217, 8.948], [27.190, -20.672, 1.363], [26.641, -20.712, -0.087], [27.775, -20.651, -1.115], [27.225, -21.074, -2.366], [28.096, -21.688, -3.256], [25.886, -21.965, -0.193], [26.410, -20.456, 2.093], [27.945, -19.922, 1.598], [27.527, -21.659, 1.678], [26.056, -19.794, -0.157], [28.568, -21.334, -0.812], [28.160, -19.632, -1.167], [29.069, -21.236, -3.447], [27.703, -22.022, -4.217], [28.354, -22.648, -2.810], [25.805, -22.311, -1.138], [26.396, -22.783, 0.109]],
  "lowdin_charge": [-0.05, 0.03, 0.04, -0.05, 0.01, 0.02, -0.05, 0.03, 0.03, -0.06, 0.02, 0.02, -0.07, -0.35, -0.09, 0.07, 0.07, 0.07, 0.11, 0.11, 0.09, -0.08, -0.30, -0.12, 0.07, 0.07, 0.07, 0.11, 0.10, 0.08, -0.07, -0.27, -0.09, 0.06, 0.06, 0.06, 0.09, 0.10, 0.07, -0.11, -0.36, -0.08, 0.07, 0.08, 0.09, 0.12, 0.11, 0.06, -0.10, -0.34, -0.08, 0.07, 0.07, 0.08, 0.11, 0.11, 0.08, -0.07, -0.42, -0.19, -0.18, -0.13, 0.04, 0.07, 0.08, 0.07, 0.12, 0.12, 0.12, 0.08, 0.08, 0.09, 0.07, 0.07, -0.05, -0.43, -0.19, -0.17, -0.13, 0.01, 0.07, 0.06, 0.07, 0.13, 0.12, 0.12, 0.09, 0.08, 0.09, 0.07, 0.08, -0.06, -0.45, -0.19, -0.19, -0.10, 0.03, 0.08, 0.08, 0.07, 0.13, 0.12, 0.12, 0.09, 0.09, 0.09, 0.06, 0.06, -0.09, -0.43, -0.22, -0.18, -0.13, 0.02, 0.07, 0.08, 0.07, 0.14, 0.14, 0.12, 0.08, 0.09, 0.09, 0.07, 0.07, -0.09, -0.47, -0.14, -0.19, -0.15, 0.05, 0.07, 0.08, 0.07, 0.13, 0.11, 0.12, 0.09, 0.08, 0.08, 0.07, 0.08, -0.06, -0.47, -0.17, -0.19, -0.13, 0.01, 0.07, 0.07, 0.08, 0.14, 0.11, 0.12, 0.08, 0.08, 0.09, 0.08, 0.07, -0.07, -0.41, -0.19, -0.20, -0.14, 0.04, 0.07, 0.08, 0.07, 0.13, 0.12, 0.13, 0.09, 0.09, 0.08, 0.06, 0.07],
  "e_homo_ev": -8.85,
  "total_energy_ha": -3103.492933,
  "e_above_lowest_kcal_mol": 157.25,
  "largest_force_ev_per_a": 3.94,
  "gap_ev": 8.928,
  "lumo_energy_ev": 0.07,
  "mol_weight_g_mol": 926.4
}